{
  "formula": "C24H35IrN7O3",
  "method": "wB97M-V/def2-TZVPD",
  "symbols": ["Ir", "O", "N", "O", "C", "C", "C", "C", "C", "C", "N", "C", "C", "N", "C", "C", "C", "C", "H", "H", "H", "H", "H", "H", "H", "C", "N", "C", "C", "C", "N", "C", "C", "H", "H", "H", "H", "H", "H", "H", "H", "H", "H", "H", "H", "H", "H", "H", "H", "C", "N", "C", "C", "C", "N", "C", "C", "O", "H", "H", "H", "H", "H", "H", "H", "H", "H", "H", "H", "H"],
  "positions_angstrom": [[-0.5363, 0.7650, 0.0304], [-3.8063, -6.2286, 0.1339], [-3.4023, -5.4344, -0.6720], [-3.3666, -5.5947, -1.8725], [-2.8884, -4.1409, -0.1422], [-2.7284, -4.0779, 1.1896], [-2.1678, -2.9119, 1.8057], [-1.9947, -2.8004, 3.1961], [-1.4266, -1.6629, 3.7080], [-1.0361, -0.6485, 2.8293], [-1.2059, -0.7239, 1.5173], [-1.7644, -1.8464, 1.0038], [-1.9569, -1.9151, -0.4231], [-1.5515, -0.8344, -1.1419], [-1.7459, -0.8254, -2.4536], [-2.3700, -1.8756, -3.1195], [-2.7689, -2.9815, -2.4113], [-2.5409, -3.0427, -1.0185], [-3.0109, -4.9301, 1.7944], [-2.3079, -3.6091, 3.8447], [-1.2775, -1.5362, 4.7709], [-0.5672, 0.2510, 3.2067], [-1.4086, 0.0475, -2.9921], [-2.5403, -1.8108, -4.1849], [-3.2554, -3.8027, -2.9129], [1.2488, 3.1721, -0.6348], [0.0719, 2.5281, -1.2623], [0.4385, 2.1885, -2.6526], [-1.0773, 3.4732, -1.2790], [-1.6550, 3.6746, 0.1051], [-2.0574, 2.3913, 0.7148], [-3.3511, 1.9150, 0.1776], [-2.1581, 2.5371, 2.1800], [1.4566, 4.1346, -1.1115], [2.1192, 2.5274, -0.7677], [1.0857, 3.3335, 0.4293], [0.8214, 3.0703, -3.1753], [-0.4361, 1.8362, -3.1902], [1.2094, 1.4182, -2.6555], [-1.8283, 3.0738, -1.9606], [-0.7540, 4.4387, -1.6814], [-2.5180, 4.3452, 0.0478], [-0.9277, 4.1492, 0.7636], [-4.1475, 2.6246, 0.4201], [-3.5950, 0.9521, 0.6231], [-3.3011, 1.8074, -0.9048], [-2.8142, 3.3741, 2.4352], [-1.1721, 2.7279, 2.6031], [-2.5802, 1.6310, 2.6074], [3.6228, 1.7819, 1.8119], [3.8307, 0.7818, 0.7839], [5.2239, 0.5383, 0.3849], [5.4199, -0.8964, -0.0555], [4.3635, -1.2139, -1.0921], [3.0213, -0.9761, -0.5254], [1.9428, -1.8835, -0.8799], [2.7451, 0.0481, 0.3190], [1.6101, 0.3015, 0.7288], [4.1435, 2.6963, 1.5159], [4.0812, 1.4134, 2.7369], [2.5658, 1.9596, 1.9636], [5.8524, 0.8117, 1.2312], [5.4560, 1.2365, -0.4329], [5.3337, -1.5730, 0.7974], [6.4140, -1.0197, -0.4825], [4.4054, -2.2475, -1.4243], [4.4814, -0.5750, -1.9759], [1.4299, -1.5292, -1.7795], [1.2339, -1.9459, -0.0580], [2.3699, -2.8624, -1.0847]],
  "homo_energy_ev": [-15.72, -17.20],
  "s_squared": 6.03,
  "homo_lumo_gap_ev": [7.18, 4.29],
  "total_charge": 3,
  "multiplicity": 5
}